Entry 1:
Formula: C17H11N5O
Source: the OMol25 dataset
Level of theory: the ωB97M-V functional and the def2-TZVPD basis

Positions of all 34 atoms, in Å:
N: 3.70810 3.27011 1.58915
N: -0.39291 2.96062 2.36126
N: 1.56476 -0.38497 4.51345
C: 3.17801 2.30091 1.47176
C: 0.29353 2.02409 2.28817
C: 1.31412 0.08644 3.46026
N: 2.89553 1.13492 -1.07498
O: -1.81901 -0.97747 2.10711
C: 2.13231 0.58892 -0.07859
C: -3.14474 -0.91244 1.69602
C: -3.45154 0.03670 0.82026
C: -2.18546 0.63938 0.50141
C: -1.23902 -0.06969 1.31106
C: -0.73056 -1.47439 -3.76107
C: -0.68772 -2.36801 -2.60760
C: -0.32392 -0.17010 -3.56699
C: -0.28986 -1.83116 -1.35214
C: 0.11573 0.31478 -2.29659
C: 0.26581 -0.54824 -1.24023
N: 0.90823 -0.15872 -0.07423
C: 2.51787 0.96491 1.33507
C: 0.29794 -0.26244 1.28896
C: 1.09245 0.75758 2.12091
H: 2.67579 0.74722 -1.91731
H: -3.90330 -1.61899 2.04717
H: -4.43649 0.37968 0.60087
H: -1.83638 1.31308 -0.32328
H: -1.11987 -1.80529 -4.74600
H: -1.01391 -3.45355 -2.70766
H: -0.32302 0.57504 -4.34803
H: -0.23223 -2.46752 -0.51271
H: 0.51160 1.37245 -2.28089
H: 3.34035 0.34960 1.72733
H: 0.31778 -1.31346 1.64812

Atoms 1-2, force components in eV/Å:
2.3989 4.3497 0.6291
1.3692 -1.6199 -0.0867

total charge	0
frontier orbital gap	9.484	eV
strongest force on any atom	7.2	eV Å⁻¹
relative energy (zero: lowest compared OMol25 entry of this formula, charge and spin)	51.0	kcal/mol
structure (SMILES)	[H]/N=C1/[C@@H](C#N)C(C#N)(C#N)[C@@H](c2ccco2)N1c1ccccc1
electronic energy	-1003.2864	hartree
E_HOMO	-9.286	eV

Atom charges from the natural (NBO) analysis, given in e for atoms 1 to 5: -0.2584, -0.2300, -0.2512, 0.2815, 0.2725


Entry 2:
Formula: C17H12AuF2N2O3S4Sb
Source: the OMol25 dataset
Level of theory: the ωB97M-V functional and the def2-TZVPD basis

Positions of all 42 atoms, in Å:
Au: 1.75684 -0.42529 0.55804
S: 3.37428 -0.86381 4.32827
Sb: 3.96836 -2.51932 2.75741
S: 4.08023 -1.52270 0.63239
S: 1.86637 -3.58328 2.98502
F: 5.04496 3.42974 2.37128
C: 3.80331 3.10888 1.94835
C: 3.53750 1.81434 1.55253
C: 2.26180 1.48732 1.11615
C: 1.24994 2.46579 1.06614
C: 1.58754 3.74663 1.49172
F: 0.66333 4.73906 1.50874
C: 2.84595 4.09925 1.93450
C: -0.10358 2.07781 0.58829
C: -1.11856 2.96706 0.24534
C: -2.33413 2.47736 -0.21016
C: -2.54122 1.11340 -0.30076
C: -1.48575 0.29256 0.05800
N: -0.30813 0.75490 0.47015
H: 4.32464 1.07415 1.59084
H: 3.05749 5.10772 2.25777
H: -0.95723 4.02894 0.31450
H: -3.11548 3.16938 -0.49808
H: -3.45855 0.66754 -0.66846
H: -1.59177 -0.77970 0.00783
N: 1.18254 -2.42008 -0.26877
C: -0.05934 -2.46322 -0.99452
C: -1.14474 -3.15541 -0.47372
C: -2.39005 -3.02388 -1.07084
C: -2.54870 -2.21428 -2.18806
C: -1.44171 -1.59882 -2.75232
C: -0.19518 -1.71609 -2.15391
S: -4.20362 -1.85387 -2.78946
O: -3.99389 -1.25541 -4.09624
O: -4.88414 -3.13561 -2.79279
O: -4.69689 -0.92172 -1.77742
H: 1.18679 -3.06309 0.52136
H: 1.98592 -2.65408 -0.84496
H: -1.02328 -3.75456 0.42241
H: -3.25654 -3.52518 -0.65901
H: -1.58588 -0.99227 -3.63671
H: 0.66056 -1.18018 -2.55080

Atoms 1-2, force components in eV/Å:
0.0183 0.0796 -0.0883
-0.0124 0.0148 -0.0122

total charge	-1
frontier orbital gap (alpha / beta)	7.062 / 5.069	eV
strongest force on any atom	0.1	eV Å⁻¹
2S+1	4
electronic energy	-3158.7555	hartree
E_HOMO (alpha / beta)	-4.930 / -5.947	eV

Atom charges from the natural (NBO) analysis, given in e for atoms 1 to 5: 0.9042, -0.3404, 0.8820, -0.7902, -0.4195


Entry 3:
Formula: C17H12Br2IrN4O4SbSe4
Source: the OMol25 dataset
Level of theory: the ωB97M-V functional and the def2-TZVPD basis

Positions of all 45 atoms, in Å:
Ir: 1.19027 0.57925 -0.38528
Br: 7.49349 -1.37761 0.07580
C: 5.68033 -0.81026 -0.02371
C: 5.36283 0.54924 0.17070
C: 4.06790 0.93709 0.07849
N: 3.04590 0.07130 -0.20176
C: 3.36872 -1.26099 -0.35074
C: 4.68626 -1.71182 -0.27988
C: 2.21663 -2.08605 -0.58720
C: 2.20352 -3.48172 -0.63460
C: 0.99879 -4.11493 -0.80347
Br: 0.94618 -6.01105 -0.85385
C: -0.18206 -3.39077 -0.92664
C: -0.09770 -2.02584 -0.87362
N: 1.07475 -1.37257 -0.71177
H: 6.12996 1.27662 0.39246
H: 3.76185 1.96583 0.22026
H: 4.91082 -2.76008 -0.42346
H: 3.11396 -4.04879 -0.50630
H: -1.15206 -3.86815 -1.03748
H: -0.98016 -1.40194 -0.97828
O: 1.22290 2.58155 0.06715
N: 0.06481 3.15846 0.02580
N: -0.88713 2.40335 -0.31995
O: -0.74032 1.13302 -0.64456
C: -2.23588 2.90534 -0.36698
C: -3.25236 1.98172 -0.55997
C: -4.56371 2.43127 -0.58832
C: -4.85224 3.77970 -0.42933
C: -3.81663 4.69180 -0.24423
C: -2.49930 4.26365 -0.21226
H: -3.02721 0.92769 -0.68316
H: -5.35129 1.70045 -0.73050
H: -5.88105 4.12282 -0.44402
H: -4.03500 5.74747 -0.12217
H: -1.68450 4.95776 -0.06616
Se: -3.72064 -1.54905 -1.93763
Sb: -3.87560 -2.21147 0.37402
Se: -2.58912 -0.64344 1.87959
Se: -5.05030 -0.71962 1.90411
Se: -3.65390 -4.54122 0.90638
O: 1.91293 -0.81251 2.69170
C: 0.65872 -0.69333 2.71182
O: -0.09799 -0.17942 1.83302
H: 0.11461 -1.09277 3.59600

Atoms 1-2, force components in eV/Å:
0.1986 0.1117 -0.3022
-0.0219 0.0186 -0.0045

total charge	-2
frontier orbital gap (alpha / beta)	5.092 / 5.079	eV
strongest force on any atom	1.4	eV Å⁻¹
relative energy (zero: lowest compared OMol25 entry of this formula, charge and spin)	44.9	kcal/mol
electronic energy	-16273.3929	hartree
E_HOMO (alpha / beta)	-1.463 / -1.451	eV

Atom charges from the natural (NBO) analysis, given in e for atoms 1 to 5: 0.6623, 0.0001, -0.1097, -0.2823, 0.0444


Entry 4:
Formula: C17H12BrClN3O4Pd
Source: the OMol25 dataset
Level of theory: the ωB97M-V functional and the def2-TZVPD basis

Positions of all 39 atoms, in Å:
Pd: -1.02861 0.73917 -0.11122
O: 1.93498 5.94485 0.22830
C: 2.79470 4.95617 0.22874
O: 3.97562 5.09968 0.31271
C: 2.27490 3.52210 0.11935
C: 3.11882 2.43758 0.08254
Cl: 4.78293 2.40367 0.00983
N: 2.33557 1.27302 -0.03810
N: 1.00895 1.62880 -0.08524
C: 0.98855 2.94637 0.01251
C: -0.36305 3.60062 0.00045
O: -0.53889 4.78151 0.03325
O: -1.35281 2.72491 -0.05382
C: 2.73207 -0.03593 -0.12872
C: 1.93364 -0.94838 -0.88167
C: 2.36002 -2.22667 -1.06494
C: 3.57202 -2.66854 -0.46580
C: 4.33581 -1.79145 0.31932
C: 3.93704 -0.49551 0.49082
H: 0.99978 5.68403 0.15255
H: 1.06783 -0.58161 -1.41688
H: 1.80684 -2.90524 -1.70034
H: 3.90177 -3.68933 -0.61552
H: 5.23734 -2.14201 0.80406
H: 4.50337 0.15429 1.13717
C: -3.63730 -4.20860 0.63532
C: -3.86992 -2.78669 0.32344
C: -5.13919 -2.23576 0.11169
C: -5.23743 -0.89839 -0.16711
C: -4.06359 -0.09760 -0.23999
Br: -4.22321 1.66419 -0.60181
N: -2.80680 -0.61562 -0.03847
C: -2.73558 -1.90154 0.22957
H: -4.56238 -4.76940 0.73239
H: -3.05202 -4.30363 1.55801
H: -3.02447 -4.66387 -0.15437
H: -6.02399 -2.85764 0.17266
H: -6.19331 -0.41714 -0.33479
H: -1.75002 -2.32041 0.40411

Atoms 1-2, force components in eV/Å:
0.2267 -0.5081 0.1180
-0.0007 0.0656 -0.0038

total charge	+3
frontier orbital gap (alpha / beta)	7.600 / 3.893	eV
strongest force on any atom	0.6	eV Å⁻¹
2S+1	5
electronic energy	-4281.0975	hartree
E_HOMO (alpha / beta)	-17.927 / -17.916	eV

Atom charges from the natural (NBO) analysis, given in e for atoms 1 to 5: 1.1964, -0.6143, 0.7803, -0.4984, -0.2107


Entry 5:
Formula: C17H12BrIMnNO7S3
Source: the OMol25 dataset
Level of theory: the ωB97M-V functional and the def2-TZVPD basis

Positions of all 43 atoms, in Å:
Mn: 0.47667 -0.17026 0.51586
O: 1.12888 -1.24400 2.48719
S: 0.92838 -2.59247 1.94353
O: 0.42530 -3.56199 2.88087
O: 0.20389 -2.48165 0.67285
C: 2.55043 -3.18228 1.44368
C: 2.94835 -4.38824 2.00227
C: 4.14219 -4.99513 1.64159
C: 4.95260 -4.39046 0.69970
C: 4.56668 -3.18134 0.13939
C: 3.37573 -2.55916 0.49618
S: 3.10453 -0.97232 -0.33957
O: 4.30961 -0.73486 -1.08529
O: 2.79254 0.00455 0.71424
O: 1.88000 -1.09198 -1.16219
H: 2.29203 -4.84863 2.72687
H: 4.42439 -5.93682 2.09560
H: 5.88665 -4.84564 0.39536
H: 5.19968 -2.69295 -0.58627
O: -1.47134 -0.56156 1.46897
N: -2.30583 0.40040 1.74675
C: -3.34384 0.11175 2.56360
C: -4.27985 1.05605 2.89140
C: -4.14701 2.34195 2.36837
C: -3.08132 2.62384 1.54794
C: -2.12826 1.64896 1.22441
S: -0.78075 1.92921 0.19989
H: -3.33921 -0.91128 2.90696
H: -5.09432 0.78608 3.54743
H: -4.86977 3.11116 2.60587
H: -2.94232 3.60892 1.12628
Br: 3.07036 3.15779 -5.15459
C: 2.19891 4.30076 -3.92245
C: 2.13726 5.65229 -4.23877
C: 1.50747 6.53544 -3.37895
C: 0.93708 6.06285 -2.20496
C: 1.00343 4.71571 -1.89474
C: 1.63963 3.81527 -2.74717
I: 1.71844 1.80857 -2.16496
H: 2.58531 5.99962 -5.15940
H: 1.46473 7.58763 -3.62879
H: 0.43749 6.74095 -1.52514
H: 0.55076 4.34117 -0.98514

Atoms 1-2, force components in eV/Å:
0.0186 -0.8082 0.5427
-0.0134 0.0535 0.0245

total charge	-1
frontier orbital gap (alpha / beta)	7.853 / 8.042	eV
strongest force on any atom	1.0	eV Å⁻¹
relative energy (zero: lowest compared OMol25 entry of this formula, charge and spin)	7.8	kcal/mol
2S+1	6
electronic energy	-6453.8843	hartree
E_HOMO (alpha / beta)	-5.459 / -5.648	eV

Atom charges from the natural (NBO) analysis, given in e for atoms 1 to 5: 1.4673, -1.0203, 2.3973, -0.9748, -1.0186


Entry 6:
Formula: C17H12F3O5PdSTe
Source: the OMol25 dataset
Level of theory: the ωB97M-V functional and the def2-TZVPD basis

Positions of all 40 atoms, in Å:
Pd: 0.09299 -0.62566 1.70709
O: -4.03312 0.77314 3.36526
C: -2.87549 0.19173 3.09422
O: -1.80163 0.72910 3.21911
C: -3.08006 -1.22875 2.59895
O: -1.87909 -1.91806 2.28311
C: -1.38619 -2.73064 3.37533
C: -0.37374 -1.92389 4.18959
O: -0.46221 -1.74579 5.37155
O: 0.62635 -1.48049 3.42797
H: -3.87135 1.67762 3.67652
H: -3.63873 -1.76114 3.37072
H: -3.70065 -1.19344 1.70270
H: -2.20669 -3.05989 4.00823
H: -0.89205 -3.59185 2.92827
Te: 1.62271 1.05590 2.93612
C: 3.38500 0.28797 2.39664
C: 4.61139 0.47628 3.04674
C: 5.64731 -0.21270 2.42664
C: 5.21137 -0.91997 1.31748
S: 3.56049 -0.74364 1.02440
H: 4.72471 1.08260 3.93409
H: 6.67167 -0.20965 2.76649
H: 5.81562 -1.53274 0.66512
F: -1.13422 0.79802 -7.52531
C: -0.94907 1.83492 -6.70003
F: 0.16757 2.47329 -7.09113
F: -1.97396 2.68557 -6.87620
C: -0.84208 1.40672 -5.25578
C: -0.90280 0.06640 -4.90545
C: -0.77219 -0.29696 -3.57819
C: -0.57645 0.68364 -2.59591
C: -0.53816 2.03939 -2.96629
C: -0.67125 2.39485 -4.29027
C: -0.40978 0.31654 -1.23822
C: -0.25061 -0.00472 -0.07161
H: -1.05263 -0.68444 -5.66782
H: -0.81173 -1.33650 -3.28385
H: -0.40522 2.79157 -2.20130
H: -0.64604 3.43564 -4.58496

Atoms 1-2, force components in eV/Å:
-0.0849 -0.1970 -0.0061
-0.1833 -0.0468 -0.0040

total charge	+1
frontier orbital gap (alpha / beta)	5.044 / 2.947	eV
strongest force on any atom	1.2	eV Å⁻¹
relative energy (zero: lowest compared OMol25 entry of this formula, charge and spin)	10.6	kcal/mol
electronic energy	-2124.5193	hartree
E_HOMO (alpha / beta)	-11.558 / -10.621	eV

Atom charges from the natural (NBO) analysis, given in e for atoms 1 to 5: 0.7778, -0.6504, 0.7833, -0.6305, -0.1832


Calculated molecular weight in order - 301.3 777.3 1125.9 544.1 700.2 619.4 g mol⁻¹